Record 1
This record from the OMol25 dataset describes 2 unconnected molecules or ions with the total composition C28H29F5N2O4 in a non-equilibrium geometry. The level of theory is wB97M-V/def2-TZVPD.

As for the max |F|: 0.028 hartree/bohr. The calculation puts the electronic energy at -1994.0884 hartree. Its HOMO-LUMO gap is 5.38 eV. The value obtained for the molecular weight is 552.54 g mol⁻¹.

Structure (ORCA input):
```
! wB97M-V def2-TZVPD RIJCOSX def2/J DEFGRID3
* xyz 0 1
C 0.45004 4.86160 -1.55541
C 0.30721 3.64821 -2.43652
O -0.95687 3.01855 -2.09752
C -1.11015 1.72877 -2.52609
C -2.50357 1.32233 -2.37561
C -3.19664 0.69468 -3.44514
C -4.70480 0.71121 -3.35649
O -2.61129 0.13473 -4.39148
O -0.15492 1.05938 -2.91741
H 1.42178 5.32672 -1.72506
H -0.31767 5.61057 -1.77172
H 0.38522 4.58813 -0.49789
H 0.28379 3.93353 -3.49706
H 1.13414 2.94690 -2.27811
H -3.07963 1.91762 -1.67683
H -5.07013 1.35209 -2.54626
H -5.09742 1.06496 -4.31676
H -5.08489 -0.30640 -3.20831
C 0.95256 0.37031 4.67104
N 1.09012 0.17345 3.24847
C 2.20058 0.59602 2.57322
O 3.11289 1.27195 3.04140
C 2.04580 0.13610 1.11833
C 3.10185 -0.89916 0.74884
C 4.47340 -0.31459 0.88790
C 5.34204 -0.71325 1.90396
F 4.94879 -1.69031 2.76303
C 6.56741 -0.08954 2.11770
F 7.36236 -0.47023 3.13814
C 6.95715 0.95736 1.27982
F 8.12934 1.58522 1.48771
C 6.12988 1.34996 0.22574
F 6.50450 2.35831 -0.58801
C 4.90748 0.70925 0.04606
F 4.08610 1.14471 -0.95113
N 0.66044 -0.33725 1.09906
C 0.02929 -0.58524 -0.05947
C -1.19453 -1.23590 -0.18246
C -1.91140 -1.26971 -1.36992
C -3.06054 -2.13042 -1.54813
C -3.43629 -2.57828 -2.84021
C -4.56713 -3.35979 -3.03610
C -5.35413 -3.74615 -1.94164
C -4.96679 -3.37582 -0.64684
C -3.83863 -2.58223 -0.44667
C 0.10538 -0.54512 2.44712
C 0.09753 -2.03232 2.82394
C -1.28913 0.06063 2.64174
H 1.86849 0.82556 5.05322
H 0.10199 1.02708 4.88645
H 0.78004 -0.58679 5.17654
H 2.15457 1.00171 0.44614
H 3.00653 -1.77151 1.41013
H 2.92967 -1.20945 -0.29164
H 0.54627 -0.24417 -0.96100
H -1.57319 -1.79767 0.67901
H -1.47996 -0.77977 -2.24466
H -2.81495 -2.27633 -3.68462
H -4.83885 -3.67057 -4.04548
H -6.25243 -4.34689 -2.09399
H -5.54775 -3.70675 0.21659
H -3.55894 -2.27784 0.56618
H 1.12048 -2.43176 2.81400
H -0.32615 -2.14661 3.82926
H -0.50827 -2.61268 2.12308
H -1.26517 1.12939 2.39284
H -2.02838 -0.43103 2.00673
H -1.59450 -0.06548 3.68823
*
```

Record 2
This record from the OMol25 dataset describes a molecular structure, C28H29MnN9O6S2 in a non-equilibrium geometry. The level of theory is wB97M-V/def2-TZVPD.

As for the max |F|: 0.023 hartree/bohr. The calculation puts the electronic energy at -3976.0940 hartree. Its HOMO-LUMO gap (alpha / beta) is 6.84 / 6.35 eV. The value obtained for the molecular weight is 706.67 g mol⁻¹. The energy above the lowest of the compared OMol25 structures with the same formula, charge and spin is 54.39 kJ/mol.

Structure (ORCA input):
```
! wB97M-V def2-TZVPD RIJCOSX def2/J DEFGRID3
* xyz -2 2
Mn 0.77191 0.35724 -0.66202
N 1.78397 4.41151 -0.84727
C 2.09456 3.10978 -0.90625
N 1.03890 2.40639 -0.57112
C 0.08050 3.34950 -0.33861
N 0.50193 4.58622 -0.47579
C -1.30856 2.98621 -0.08092
C -2.30503 3.92878 0.13956
N -3.58103 3.59359 0.29609
C -3.85990 2.29293 0.20254
C -2.86662 1.34587 -0.01269
N -1.58894 1.68510 -0.13327
H 2.36617 5.20205 -1.05318
H 3.04890 2.70322 -1.20254
H -2.05787 4.98324 0.17379
H -4.89258 1.98290 0.30472
H -3.11094 0.29755 -0.11133
N 0.41210 0.49709 1.57675
C 0.44710 -0.71901 2.40940
C 1.46559 -1.73523 1.87295
O 1.98268 -2.49711 2.71434
O 1.64279 -1.68944 0.63230
H 1.05732 1.18845 1.94371
H -0.50974 0.91307 1.61359
H -0.52915 -1.20273 2.33497
H 0.65277 -0.50152 3.46006
C 4.99285 -0.89889 1.85009
N 4.88661 0.55957 1.75200
C 4.69494 1.10878 3.07966
C 3.75343 0.93744 0.90486
C 3.88948 0.52489 -0.54726
C 5.16424 0.51093 -1.11238
C 5.36041 0.06441 -2.40474
C 4.26772 -0.41467 -3.11437
C 2.99481 -0.37641 -2.55984
C 2.73160 0.14952 -1.27323
H 5.88990 -1.14755 2.42521
H 5.08680 -1.32949 0.85502
H 4.11506 -1.35275 2.33004
H 5.54121 0.83922 3.71669
H 3.77643 0.73054 3.56212
H 4.63611 2.19967 3.02876
H 3.64406 2.02853 0.99805
H 2.83316 0.47801 1.27286
H 6.00890 0.81743 -0.50272
H 6.35640 0.05210 -2.83560
H 4.40646 -0.83596 -4.10647
H 2.16745 -0.82164 -3.09793
O -0.59341 2.65899 -2.91832
C -0.76784 1.46307 -3.13681
C -1.75551 0.96810 -4.19677
C -1.67995 -0.54187 -4.08176
C -0.51452 -0.76501 -3.12415
O 0.01169 -1.84118 -2.93837
N -0.14622 0.42242 -2.52301
H -1.44299 1.34687 -5.17181
H -2.73767 1.38912 -3.97765
H -1.49668 -1.06540 -5.02014
H -2.56490 -0.97854 -3.61541
O -6.42980 -0.54640 0.62865
S -5.87734 -1.72672 -0.00277
O -6.72950 -2.36497 -0.97773
N -4.38925 -1.44708 -0.56863
C -3.45231 -2.11373 0.10928
S -1.80391 -1.99254 -0.12036
C -4.02001 -3.00750 1.17243
C -3.34402 -3.85432 2.03687
C -4.08545 -4.58339 2.95739
C -5.47344 -4.46823 3.01772
C -6.14939 -3.61619 2.15261
C -5.39543 -2.90230 1.24325
H -2.26448 -3.92205 1.97597
H -3.57860 -5.25178 3.64287
H -6.02738 -5.04736 3.74699
H -7.22647 -3.51137 2.18905
*
```

Record 3
This record from the OMol25 dataset describes a molecular structure, C28H30BCl2I2MoN2O6 in a non-equilibrium geometry. The level of theory is wB97M-V/def2-TZVPD.

As for the max |F|: 0.085 hartree/bohr. The calculation puts the electronic energy at -3254.6468 hartree. Its HOMO-LUMO gap (alpha / beta) is 5.75 / 6.01 eV. The value obtained for the molecular weight is 922.02 g mol⁻¹. The energy above the lowest of the compared OMol25 structures with the same formula, charge and spin is 116.82 kJ/mol.

Structure (ORCA input):
```
! wB97M-V def2-TZVPD RIJCOSX def2/J DEFGRID3
* xyz 1 1
Mo -0.16896 -0.41959 -0.26529
I -4.96315 0.05288 1.32442
C -3.42981 1.48521 1.30902
C -3.62969 2.79903 1.72527
C -2.59149 3.71188 1.71712
I -2.99287 5.68339 2.34836
C -1.28611 3.35903 1.28984
C -0.14156 4.18036 1.26374
C 1.04349 3.64645 0.78542
C 1.11007 2.34162 0.32843
N 0.04356 1.50679 0.32413
C -1.11733 2.03358 0.83377
C -2.17333 1.09373 0.85425
O -1.79986 -0.07070 0.36125
H -4.61343 3.10517 2.05405
H -0.18647 5.19644 1.61985
H 1.92598 4.26279 0.75402
H 2.03435 1.92910 -0.06256
Cl 3.30152 -6.10511 -3.02621
C 2.22572 -4.92575 -2.39365
C 0.91905 -5.30145 -2.06927
C 0.04615 -4.35759 -1.55475
Cl -1.56659 -4.77554 -1.14033
C 0.45463 -3.02601 -1.33746
O -0.33673 -2.11551 -0.83728
C 1.80165 -2.65252 -1.67190
C 2.24751 -1.32212 -1.47061
O 1.49713 -0.42918 -0.92076
C 2.66519 -3.63021 -2.20432
H 0.59880 -6.32145 -2.21362
H 3.25992 -1.03913 -1.77319
H 3.67848 -3.36438 -2.45999
C 1.15964 -0.92578 4.69599
C 2.03425 -0.91072 3.44079
C 3.33844 -0.18019 3.73283
O 1.29716 -0.17990 2.42600
B 0.74910 -1.05854 1.55351
O 1.15781 -2.32775 1.77594
C 2.20174 -2.32427 2.78400
C 3.51354 -2.48699 2.00747
C 2.02904 -3.49040 3.74774
H 0.90813 0.09823 4.95961
H 1.69071 -1.38150 5.52446
H 0.23236 -1.46211 4.51633
H 3.11222 0.77755 4.19395
H 3.89752 0.00313 2.82154
H 3.94621 -0.76390 4.41751
H 3.63155 -1.67718 1.28900
H 3.47410 -3.42225 1.45396
H 4.36480 -2.51095 2.67910
H 1.04769 -3.49505 4.20799
H 2.78522 -3.43054 4.52481
H 2.15541 -4.42429 3.20892
O -0.62333 0.58993 -2.68866
C -0.96454 1.60591 -3.28481
C -1.01499 2.97108 -2.65992
C -2.46811 3.02768 -2.12200
C -3.58601 2.72012 -3.14080
C -3.72922 1.24207 -3.56545
C -2.74692 0.81034 -4.67476
N -1.51244 1.57253 -4.53255
H -0.85875 3.75580 -3.39956
H -0.30108 3.09705 -1.84477
H -2.62904 4.02966 -1.71434
H -2.55611 2.31938 -1.29186
H -3.46784 3.35223 -4.02478
H -4.52389 3.01231 -2.66313
H -4.74624 1.07578 -3.92095
H -3.57996 0.60225 -2.69125
H -3.15356 1.02612 -5.66211
H -2.52092 -0.25284 -4.61246
H -1.59949 2.48478 -4.95905
*
```

Record 4
This record from the OMol25 dataset describes a molecular structure, C28H30Br2FN3ORe. The level of theory is wB97M-V/def2-TZVPD.

As for the max |F|: 0.013 hartree/bohr. The calculation puts the electronic energy at -6650.2191 hartree. Its HOMO-LUMO gap (alpha / beta) is 7.00 / 6.18 eV. The value obtained for the molecular weight is 789.58 g mol⁻¹. The energy above the lowest of the compared OMol25 structures with the same formula, charge and spin is 0.00 kJ/mol.

Structure (ORCA input):
```
! wB97M-V def2-TZVPD RIJCOSX def2/J DEFGRID3
* xyz 2 4
Re 0.73198 -0.00883 1.88547
C 3.07470 2.60058 2.67540
C 3.16276 1.37701 3.52881
C 4.11801 1.35137 4.55733
C 4.26805 0.26079 5.36527
C 3.43509 -0.85784 5.18164
C 3.45291 -2.04538 5.96583
Br 4.69237 -2.22650 7.35716
C 2.56998 -3.05995 5.72301
C 1.61557 -2.94034 4.68908
Br 0.38785 -4.31598 4.37601
C 1.60034 -1.81457 3.92630
O 0.69851 -1.58232 2.91401
C 2.49820 -0.77653 4.14547
N 2.36646 0.31997 3.30787
H 3.45515 3.46102 3.22072
H 2.05353 2.81277 2.36907
H 3.71835 2.47830 1.80159
H 4.74028 2.22414 4.69423
H 5.00918 0.25566 6.15370
H 2.58712 -3.95663 6.32596
C 1.74398 3.80981 -4.15094
C 0.64465 2.77157 -3.93137
C 0.76497 1.66939 -4.99883
C -0.72736 3.45639 -4.04038
C 0.75696 2.11201 -2.56882
C 1.79814 2.36225 -1.67900
C 1.82977 1.72984 -0.45686
N 0.89228 0.85252 -0.07182
C -0.11480 0.56576 -0.93332
C -0.20447 1.18213 -2.15654
C -1.07168 -0.45156 -0.45057
C -2.10338 -0.95939 -1.19476
C -2.95461 -1.94349 -0.67384
C -2.68522 -2.37411 0.62266
C -1.63274 -1.84495 1.33206
N -0.82966 -0.89344 0.81280
C -4.10191 -2.47979 -1.51065
C -3.53499 -3.04638 -2.82222
C -4.87245 -3.57911 -0.78071
C -5.05476 -1.31053 -1.81490
H 1.60458 4.27271 -5.12701
H 2.73996 3.36202 -4.14600
H 1.71119 4.60560 -3.40373
H 0.72706 2.12374 -5.98913
H -0.05294 0.94935 -4.93406
H 1.70915 1.12887 -4.91209
H -0.79578 3.96775 -5.00063
H -0.86859 4.19959 -3.25372
H -1.55130 2.74252 -3.99466
H 2.59029 3.05470 -1.92093
H 2.62879 1.91898 0.23960
H -1.02931 0.94308 -2.81058
H -2.25907 -0.59700 -2.19968
H -3.28782 -3.13306 1.09840
H -1.40191 -2.17776 2.33274
H -2.83606 -3.86351 -2.63564
H -3.02817 -2.28657 -3.41922
H -4.35600 -3.43693 -3.42345
H -4.23834 -4.43600 -0.54389
H -5.67475 -3.93706 -1.42482
H -5.33507 -3.21600 0.13915
H -4.56396 -0.51967 -2.38514
H -5.45957 -0.87668 -0.89911
H -5.88958 -1.67788 -2.41191
F 0.13806 1.70351 2.32956
*
```

Record 5
This record from the OMol25 dataset describes a molecular structure, C28H30BrN2O3V in a non-equilibrium geometry. The level of theory is wB97M-V/def2-TZVPD.

As for the max |F|: 0.088 hartree/bohr. The calculation puts the electronic energy at -4938.2838 hartree. Its HOMO-LUMO gap (alpha / beta) is 7.41 / 7.84 eV. The value obtained for the molecular weight is 573.41 g mol⁻¹. The energy above the lowest of the compared OMol25 structures with the same formula, charge and spin is 135.33 kJ/mol.

Structure (ORCA input):
```
! wB97M-V def2-TZVPD RIJCOSX def2/J DEFGRID3
* xyz 0 3
V 1.75314 0.64118 0.46333
O 1.86371 1.55087 2.00029
C 1.95147 2.83354 2.19751
C 1.43547 3.41859 3.37219
C 1.61875 4.75311 3.64540
C 2.31948 5.57658 2.76085
C 2.81573 5.04869 1.59841
C 2.62450 3.69346 1.27655
C 3.18307 3.15071 0.09433
N 2.93995 1.92956 -0.28327
N 3.72759 1.42109 -1.25267
C 3.81422 0.12403 -1.09538
O 3.18454 -0.44961 -0.13204
C 4.74099 -0.60138 -1.98182
C 4.68052 -1.98130 -2.14397
C 5.59644 -2.62133 -2.96114
C 6.57998 -1.89431 -3.61281
C 6.63908 -0.51778 -3.46046
C 5.72214 0.12720 -2.65524
H 0.89376 2.78510 4.06050
H 1.22076 5.17669 4.55535
H 2.47261 6.61877 2.99562
H 3.36477 5.66257 0.89993
H 3.92052 3.72529 -0.46587
H 3.91189 -2.54049 -1.63426
H 5.54053 -3.69146 -3.09394
H 7.29726 -2.39823 -4.24490
H 7.39995 0.05430 -3.97204
H 5.75642 1.19608 -2.52558
C -3.50723 -4.51079 -0.79783
C -4.09270 -3.11775 -1.06971
C -4.55744 -3.04246 -2.52855
C -5.31276 -2.91736 -0.16315
C -3.00605 -2.08798 -0.80361
C -1.83638 -2.05855 -1.56314
C -0.83953 -1.17789 -1.21598
Br 0.81034 -1.10365 -2.18330
C -0.91550 -0.27401 -0.13764
O 0.15090 0.42855 0.13257
C -2.13533 -0.23692 0.56737
C -3.11367 -1.16081 0.22283
C -2.45967 0.74785 1.68155
C -3.67798 1.56708 1.23025
C -2.77684 -0.03258 2.96532
C -1.33444 1.72930 2.01152
H -4.24271 -5.28076 -1.02202
H -3.22080 -4.60145 0.24746
H -2.62767 -4.68816 -1.41063
H -5.34821 -3.76933 -2.69994
H -3.74687 -3.26243 -3.21673
H -4.94841 -2.05482 -2.75983
H -6.06511 -3.67076 -0.38511
H -5.76187 -1.93910 -0.32241
H -5.03899 -3.02209 0.88423
H -1.68041 -2.70467 -2.41214
H -4.01772 -1.14716 0.80341
H -4.53847 0.93369 1.03786
H -3.44532 2.10484 0.31337
H -3.94611 2.28977 1.99589
H -3.63529 -0.68707 2.84792
H -2.99113 0.66144 3.77382
H -1.92287 -0.64258 3.25333
H -1.07621 2.34946 1.15250
H -0.44491 1.19958 2.35178
H -1.66584 2.38803 2.81386
*
```

Record 6
This record from the OMol25 dataset describes a molecular structure, C28H30CdFN5O5 in a non-equilibrium geometry. The level of theory is wB97M-V/def2-TZVPD.

As for the max |F|: 0.021 hartree/bohr. The calculation puts the electronic energy at -2002.5866 hartree. Its HOMO-LUMO gap is 8.01 eV. The value obtained for the molecular weight is 647.99 g mol⁻¹. The energy above the lowest of the compared OMol25 structures with the same formula, charge and spin is 0.00 kJ/mol.

Structure (ORCA input):
```
! wB97M-V def2-TZVPD RIJCOSX def2/J DEFGRID3
* xyz 0 1
Cd -0.50106 2.94539 -1.22535
C 0.20666 4.63375 2.86370
C -0.07962 3.56555 1.83896
O 0.36562 3.79431 0.66857
C -0.84133 2.45870 2.20991
C -1.25223 1.50669 1.23444
C -2.70525 1.13695 1.15537
N -0.48123 0.94880 0.32467
N 0.89386 0.97028 0.65559
C 1.76470 1.44310 -0.22583
O 1.46812 1.98037 -1.31401
C 3.19728 1.23421 0.12909
C 4.12931 1.08638 -0.89111
C 5.45214 0.81179 -0.58472
C 5.85295 0.70543 0.74130
C 4.92966 0.88651 1.76266
C 3.60286 1.15064 1.45839
H -0.20116 5.58437 2.51899
H -0.20194 4.39103 3.84253
H 1.28798 4.75544 2.94434
H -1.40537 2.52826 3.13061
H -3.07340 0.89978 2.15587
H -3.29208 1.98030 0.78458
H -2.84616 0.27876 0.50293
H 3.79873 1.18032 -1.91731
H 6.17468 0.68518 -1.38029
H 6.88875 0.49993 0.97841
H 5.24811 0.83898 2.79599
H 2.88136 1.32355 2.24735
C -4.44308 -2.03801 0.06703
C -4.19836 -2.05734 -1.43538
N -3.22543 -1.06087 -1.88522
C -3.63060 0.21641 -2.08153
C -2.81802 1.23128 -2.47333
C -3.32044 2.64798 -2.27224
O -4.50170 2.88317 -2.45941
O -2.46006 3.49501 -1.81020
C -1.48805 0.92235 -2.92058
O -0.69760 1.77528 -3.37389
C -1.04972 -0.44560 -2.65949
C 0.29759 -0.77106 -2.82759
C 0.81940 -1.87444 -2.22474
F 2.12628 -2.14998 -2.45516
C 0.07423 -2.65193 -1.30544
C -1.30442 -2.45481 -1.33759
C -1.87241 -1.35858 -2.00074
N 0.65637 -3.49485 -0.33313
C -0.02623 -3.43494 0.97384
C 0.04640 -2.02069 1.55056
N 1.40995 -1.43910 1.57028
C 2.33286 -1.87763 0.49891
C 2.07936 -3.28839 -0.01922
H -5.14474 -2.82826 0.33605
H -4.87027 -1.08501 0.37988
H -3.52067 -2.19070 0.62933
H -5.12882 -1.86098 -1.96770
H -3.85083 -3.03510 -1.76707
H -4.66968 0.42745 -1.85553
H 0.93810 -0.09299 -3.37613
H -1.93617 -3.07337 -0.72158
H 0.46657 -4.15740 1.62512
H -1.06642 -3.74692 0.90313
H -0.33912 -1.99377 2.57004
H -0.56983 -1.36176 0.93776
H 1.83637 -1.59754 2.47481
H 1.17096 0.09572 1.23736
H 3.35352 -1.77249 0.86668
H 2.22015 -1.17203 -0.32301
H 2.33477 -4.02759 0.74119
H 2.70786 -3.48527 -0.88167
*
```

Q: Number 2 is which compound?
A: C28H29MnN9O6S2

Q: Among the records above, which one has the lowest molecular weight?
A: C28H29F5N2O4

Q: Which formula does entry 3 have?
A: C28H30BCl2I2MoN2O6

Q: max |F| of number 5 (C28H30BrN2O3V)?
A: 0.088 hartree/bohr